Below is 8 unconnected molecules or ions with the total composition C26H56O8, with properties calculated with ωB97M-V with the def2-TZVPD basis set.

Its SMILES is C1CCOC1.C1CCOC1.C1CCOC1.C1CCOC1.C1CCOC1.C1CCOC1.CO.CO. The HOMO energy is -9.1 eV. For the electronic energy, the calculation gives -1625.97439 a.u. Its max |F| is 3.2 eV/A. The frontier orbital gap is 9.72 eV.

Bonds (Å) are listed after each position.
Geometry (Å):
1 C 6.575 16.133 12.523  C2 1.564, C5 1.524, H6 1.130, H7 1.079
2 C 6.220 15.224 11.300  C1 1.564, C3 1.514, H8 1.086, H9 1.104
3 C 7.372 15.485 10.352  C2 1.514, O4 1.439, H10 1.115, H11 1.118
4 O 8.464 15.953 11.165  C3 1.439, C5 1.364
5 C 7.972 16.662 12.222  C1 1.524, O4 1.364, H12 1.099, H13 1.080
6 H 6.443 15.575 13.497  C1 1.130
7 H 5.893 16.967 12.574  C1 1.079
8 H 5.283 15.430 10.790  C2 1.086
9 H 6.213 14.168 11.625  C2 1.104
10 H 7.127 16.238 9.567  C3 1.115
11 H 7.767 14.583 9.824  C3 1.118
12 H 7.782 17.720 11.993  C5 1.099
13 H 8.687 16.548 13.023  C5 1.080
14 C 13.075 11.924 6.621  C15 1.521, C18 1.535, H19 1.078, H20 1.104
15 C 12.993 10.475 6.164  C14 1.521, C16 1.543, H21 1.138, H22 1.129
16 C 12.535 10.741 4.715  C15 1.543, O17 1.442, H23 1.083, H24 1.068
17 O 12.881 12.087 4.331  C16 1.442, C18 1.419
18 C 13.745 12.514 5.372  C14 1.535, O17 1.419, H25 1.167, H26 1.133
19 H 13.662 12.064 7.515  C14 1.078
20 H 12.062 12.338 6.763  C14 1.104
21 H 12.150 9.892 6.657  C15 1.138
22 H 13.973 9.931 6.306  C15 1.129
23 H 11.458 10.669 4.628  C16 1.083
24 H 12.993 10.058 4.034  C16 1.068
25 H 13.956 13.661 5.326  C18 1.167
26 H 14.773 12.059 5.232  C18 1.133
27 C 7.969 11.192 6.529  C28 1.527, C31 1.533, H32 1.088, H33 1.109
28 C 7.730 10.765 7.975  C27 1.527, C29 1.556, H34 1.072, H35 1.083
29 C 8.490 11.884 8.745  C28 1.556, O30 1.447, H36 1.064, H37 1.126
30 O 9.665 12.155 7.945  C29 1.447, C31 1.503
31 C 8.981 12.339 6.619  C27 1.533, O30 1.503, H38 1.090, H39 1.148
32 H 7.051 11.594 6.105  C27 1.088
33 H 8.292 10.368 5.861  C27 1.109
34 H 8.160 9.796 8.130  C28 1.072
35 H 6.665 10.762 8.176  C28 1.083
36 H 8.792 11.659 9.740  C29 1.064
37 H 7.912 12.849 8.794  C29 1.126
38 H 9.784 12.367 5.883  C31 1.090
39 H 8.487 13.375 6.582  C31 1.148
40 C 12.251 18.114 12.568  C41 1.528, C44 1.493, H45 1.103, H46 1.109
41 C 11.391 17.530 11.448  C40 1.528, C42 1.560, H47 1.072, H48 1.042
42 C 11.662 15.995 11.516  C41 1.560, O43 1.474, H49 1.127, H50 1.077
43 O 11.857 15.774 12.960  C42 1.474, C44 1.437
44 C 12.423 16.972 13.515  C40 1.493, O43 1.437, H51 1.072, H52 1.145
45 H 11.849 19.062 12.963  C40 1.103
46 H 13.249 18.385 12.169  C40 1.109
47 H 11.608 17.951 10.486  C41 1.072
48 H 10.363 17.667 11.546  C41 1.042
49 H 12.631 15.692 11.028  C42 1.127
50 H 10.821 15.373 11.257  C42 1.077
51 H 13.482 16.840 13.616  C44 1.072
52 H 11.939 17.150 14.537  C44 1.145
53 C 12.568 10.009 9.638  C54 1.537, C57 1.572, H58 1.068, H59 1.042
54 C 13.513 8.803 9.751  C53 1.537, C55 1.583, H60 1.101, H61 1.101
55 C 12.574 7.655 10.305  C54 1.583, O56 1.413, H62 1.056, H63 1.085
56 O 11.334 7.997 9.719  C55 1.413, C57 1.389
57 C 11.148 9.367 9.848  C53 1.572, O56 1.389, H64 1.129, H65 1.087
58 H 12.712 10.577 8.746  C53 1.068
59 H 12.646 10.664 10.444  C53 1.042
60 H 14.350 8.944 10.452  C54 1.101
61 H 13.911 8.471 8.779  C54 1.101
62 H 12.464 7.567 11.352  C55 1.056
63 H 12.870 6.730 9.821  C55 1.085
64 H 10.848 9.583 10.915  C57 1.129
65 H 10.440 9.720 9.103  C57 1.087
66 C 14.019 12.723 11.837  C67 1.525, C70 1.537, H71 1.143, H72 1.073
67 C 13.539 11.848 12.990  C66 1.525, C68 1.574, H73 1.145, H74 1.122
68 C 14.897 11.414 13.656  C67 1.574, O69 1.430, H75 1.095, H76 1.099
69 O 15.903 11.494 12.642  C68 1.430, C70 1.464
70 C 15.423 12.220 11.464  C66 1.537, O69 1.464, H77 1.106, H78 1.099
71 H 14.032 13.790 12.246  C66 1.143
72 H 13.279 12.770 11.062  C66 1.073
73 H 13.079 10.857 12.650  C67 1.145
74 H 12.790 12.384 13.631  C67 1.122
75 H 14.950 10.373 13.991  C68 1.095
76 H 15.192 12.106 14.457  C68 1.099
77 H 15.311 11.533 10.604  C70 1.106
78 H 16.176 12.972 11.188  C70 1.099
79 C 9.684 12.380 12.533  O80 1.449, H81 1.091, H82 1.074, H83 1.044
80 O 10.503 12.188 11.353  C79 1.449, H84 0.973
81 H 10.429 12.524 13.317  C79 1.091
82 H 8.944 13.154 12.458  C79 1.074
83 H 9.285 11.438 12.740  C79 1.044
84 H 10.555 13.062 10.927  O80 0.973
85 C 11.829 15.066 8.066  O86 1.438, H87 1.090, H88 1.138, H89 1.115
86 O 11.318 14.074 8.973  C85 1.438, H90 0.976
87 H 11.837 14.730 7.029  C85 1.090
88 H 11.172 15.982 8.215  C85 1.138
89 H 12.878 15.268 8.385  C85 1.115
90 H 10.982 13.266 8.541  O86 0.976